Computed, not measured: a molecular structure, C3HI3O in a non-equilibrium geometry, with the ωB97M-V functional and the def2-TZVPD basis.

E_HOMO = -9.1 eV
LUMO energy = -0.0415 hartree
Orbital gap = 7.969 eV
E = -29473.5756 eV
ΔE to the lowest compared entry with this formula, charge and spin = 33.61 kJ/mol
Total charge = 0

Each line ends with the natural charge from an NBO analysis.
Element x y z (Å)
C (1.491, 0.592, -1.898)  -0.2077
C (2.479, 0.729, -2.577)  -0.1597
C (0.267, 0.538, -1.191)  0.1554
O (0.135, -0.423, -0.292)  -0.6686
I (4.072, 0.929, -3.776)  0.3304
I (-1.298, 0.225, -3.061)  -0.0859
I (-0.256, 2.536, -0.426)  0.1298
H (-0.633, -0.306, 0.291)  0.5063

=====

Computed, not measured: a molecular structure, C28H49N7O4SSiTc in a non-equilibrium geometry, with the ωB97M-V functional and the def2-TZVPD basis.

E_HOMO (spin up / spin down) = -14.0 / -14.5 eV
LUMO energy (spin up / spin down) = -0.2655 / -0.2689 hartree
Orbital gap (spin up / spin down) = 6.813 / 7.144 eV
2S+1 = 4
E = -69351.7335 eV
ΔE to the lowest compared entry with this formula, charge and spin = 0.00 kJ/mol
Total charge = +2

Each line ends with the Mulliken spin population.
Element x y z (Å)
Tc (-0.200, 0.685, 0.417)  2.1615
C (1.029, -1.296, 0.677)  0.0492
C (-0.345, -1.646, 0.626)  -0.0137
C (-0.746, -1.963, 1.959)  0.3165
C (0.347, -1.796, 2.813)  -0.0826
C (1.444, -1.423, 2.052)  0.3345
H (1.708, -1.419, -0.152)  0.0171
H (-0.844, -2.011, -0.258)  0.0495
H (-1.715, -2.324, 2.252)  0.0043
H (0.334, -1.973, 3.873)  -0.0001
H (2.447, -1.292, 2.415)  -0.0005
C (-4.016, -1.323, 0.382)  0.0070
C (-3.578, 0.138, 0.415)  -0.0567
C (-3.171, 0.594, 1.817)  0.1153
C (-4.691, 1.035, -0.115)  -0.0017
O (-2.391, 0.303, -0.428)  0.0106
Si (-2.264, 0.011, -2.052)  -0.0249
S (-0.067, 0.524, -1.898)  0.1162
O (-2.422, -1.546, -2.294)  0.0229
C (-2.725, -2.423, -3.419)  0.0015
C (-1.868, -2.016, -4.608)  0.0009
C (-4.210, -2.286, -3.738)  0.0008
C (-2.396, -3.837, -2.951)  -0.0018
O (-3.061, 0.924, -3.064)  0.0004
C (-3.276, 2.240, -3.628)  -0.0001
C (-2.760, 2.194, -5.062)  -0.0007
C (-2.524, 3.277, -2.806)  0.0020
C (-4.779, 2.500, -3.577)  0.0017
H (-4.877, -1.473, 1.026)  0.0002
H (-3.212, -1.981, 0.696)  -0.0004
H (-4.290, -1.599, -0.631)  -0.0013
H (-4.022, 0.517, 2.489)  0.0104
H (-2.849, 1.635, 1.791)  -0.0131
H (-2.368, -0.026, 2.218)  -0.0266
H (-5.566, 0.945, 0.522)  -0.0010
H (-4.970, 0.731, -1.119)  0.0002
H (-4.369, 2.074, -0.129)  0.0004
H (-2.125, -1.009, -4.926)  -0.0014
H (-2.042, -2.702, -5.431)  -0.0001
H (-0.813, -2.047, -4.345)  0.0009
H (-4.446, -1.256, -3.992)  0.0005
H (-4.814, -2.598, -2.888)  -0.0003
H (-4.464, -2.919, -4.585)  0.0002
H (-1.337, -3.934, -2.722)  0.0004
H (-2.643, -4.542, -3.739)  0.0003
H (-2.979, -4.088, -2.068)  -0.0002
H (-1.706, 1.925, -5.076)  -0.0008
H (-2.874, 3.166, -5.531)  0.0000
H (-3.319, 1.464, -5.641)  -0.0002
H (-1.452, 3.120, -2.895)  0.0002
H (-2.826, 3.206, -1.764)  -0.0011
H (-2.765, 4.273, -3.161)  0.0007
H (-5.321, 1.697, -4.066)  -0.0001
H (-5.003, 3.428, -4.094)  0.0000
H (-5.124, 2.580, -2.550)  -0.0004
C (-0.480, 5.904, 5.224)  0.0001
C (0.548, 5.050, 5.961)  0.0001
N (0.896, 3.830, 5.234)  0.0002
C (0.402, 2.562, 5.730)  0.0007
C (-1.104, 2.410, 5.516)  -0.0014
C (1.643, 3.978, 4.137)  -0.0005
O (1.983, 5.059, 3.684)  -0.0002
C (2.074, 2.793, 3.296)  -0.0156
C (3.429, 2.606, 3.008)  0.0011
C (3.776, 1.793, 1.942)  -0.0111
C (2.778, 1.239, 1.154)  0.0288
N (1.481, 1.390, 1.433)  0.0016
C (1.152, 2.121, 2.508)  -0.0054
H (-0.723, 6.770, 5.830)  0.0000
H (-1.400, 5.353, 5.034)  0.0000
H (-0.050, 6.263, 4.293)  -0.0001
H (0.179, 4.760, 6.943)  0.0000
H (1.460, 5.643, 6.082)  -0.0001
H (0.626, 2.487, 6.800)  0.0001
H (0.934, 1.756, 5.220)  0.0003
H (-1.668, 3.076, 6.163)  0.0001
H (-1.399, 1.393, 5.749)  0.0001
H (-1.377, 2.625, 4.484)  0.0017
H (4.182, 3.104, 3.598)  -0.0001
H (4.812, 1.610, 1.696)  0.0000
H (3.021, 0.651, 0.280)  -0.0051
H (0.093, 2.218, 2.730)  0.0121
N (-1.286, 5.742, 1.690)  0.0028
N (-0.863, 4.713, 0.967)  0.0053
N (-0.180, 4.872, -0.134)  0.0001
C (-0.007, 3.640, -0.567)  0.0272
N (-0.580, 2.763, 0.267)  -0.0282
N (-1.130, 3.470, 1.241)  -0.0113
H (-0.823, 6.610, 1.448)  -0.0001
H (-1.446, 5.565, 2.674)  0.0001
H (0.544, 3.385, -1.450)  0.0000

=====

Computed, not measured: 2 unconnected molecules or ions with the total composition C16H36BClN4O4S in a non-equilibrium geometry, with the ωB97M-V functional and the def2-TZVPD basis.

E_HOMO = -5.2 eV
LUMO energy = -0.0674 hartree
Orbital gap = 3.393 eV
E = -55355.5182 eV
Total charge = 0

Each line ends with the natural charge from an NBO analysis.
Element x y z (Å)
C (-3.019, -2.838, 2.730)  -0.4170
N (-2.985, -1.385, 2.921)  -0.6370
C (-1.661, -0.791, 3.080)  -0.2239
C (-1.071, -0.198, 1.779)  -0.0788
N (-1.488, -1.023, 0.651)  -0.6485
C (-0.688, -0.787, -0.585)  -0.2686
C (-1.564, -1.177, -1.820)  -0.4186
C (-3.044, -1.402, -1.525)  -0.0654
O (-3.737, -1.676, -2.773)  -0.5167
C (-4.455, -0.653, -3.250)  0.6535
O (-5.512, -0.776, -3.802)  -0.5370
B (0.640, -1.717, -0.658)  1.0237
C (1.450, -1.993, -1.950)  -1.1057
O (1.005, -2.254, 0.556)  -0.9148
C (-0.162, 0.663, -0.646)  -0.1903
S (1.563, 0.928, -0.262)  0.1834
N (-1.086, 1.652, 0.098)  -0.3929
Cl (-2.478, 1.926, -0.961)  0.1796
C (-1.467, 1.282, 1.550)  0.1806
C (-2.961, 1.479, 1.799)  -0.6524
C (-0.718, 2.194, 2.564)  -0.2491
N (0.498, 2.818, 2.083)  -0.6464
C (1.474, 3.117, 3.128)  -0.4094
H (-3.299, -3.078, 1.698)  0.1913
H (-2.049, -3.304, 2.927)  0.1809
H (-3.785, -3.285, 3.365)  0.2066
H (-3.528, -1.153, 3.739)  0.3665
H (-0.926, -1.527, 3.435)  0.1948
H (-1.723, -0.034, 3.864)  0.1990
H (0.018, -0.233, 1.920)  0.1943
H (-1.255, -1.975, 0.922)  0.3865
H (-1.465, -0.443, -2.624)  0.2117
H (-1.202, -2.124, -2.227)  0.2361
H (-3.199, -2.302, -0.931)  0.2063
H (-3.519, -0.559, -1.029)  0.1802
H (-3.975, 0.334, -3.137)  0.0788
H (0.938, -1.729, -2.878)  0.2289
H (2.351, -1.352, -1.913)  0.3791
H (1.811, -3.022, -2.023)  0.2446
H (1.772, -2.828, 0.438)  0.5097
H (-0.194, 0.979, -1.690)  0.2631
H (1.627, 0.468, 0.991)  0.1214
H (-0.610, 2.555, 0.068)  0.4565
H (-3.287, 2.481, 1.509)  0.2217
H (-3.563, 0.703, 1.330)  0.2594
H (-3.125, 1.410, 2.876)  0.2333
H (-1.423, 2.961, 2.917)  0.1850
H (-0.468, 1.594, 3.440)  0.2222
H (0.301, 3.657, 1.553)  0.3533
H (2.021, 2.210, 3.389)  0.2009
H (2.203, 3.826, 2.732)  0.2205
H (1.019, 3.561, 4.021)  0.1759
C (5.464, 1.403, -2.206)  -0.6290
C (5.355, -0.078, -2.635)  0.1316
C (5.547, -0.142, -4.163)  -0.6277
O (4.168, -0.618, -2.261)  -0.9953
H (4.658, 1.979, -2.670)  0.1787
H (5.368, 1.482, -1.119)  0.1834
H (6.422, 1.857, -2.494)  0.1749
H (6.254, -0.580, -2.197)  0.0764
H (4.744, 0.410, -4.660)  0.1823
H (5.512, -1.180, -4.499)  0.1958
H (6.508, 0.286, -4.484)  0.1721

=====

Computed, not measured: a molecular structure, C3H4BrN in a non-equilibrium geometry, with the ωB97M-V functional and the def2-TZVPD basis.

E_HOMO (spin up / spin down) = -6.1 / -10.2 eV
LUMO energy (spin up / spin down) = 0.0303 / -0.1090 hartree
Orbital gap (spin up / spin down) = 6.875 / 7.211 eV
2S+1 = 3
E = -74701.2578 eV
ΔE to the lowest compared entry with this formula, charge and spin = 220.37 kJ/mol
Total charge = 0

Each line ends with the natural charge from an NBO analysis.
Element x y z (Å)
C (0.305, -1.112, -0.483)  -0.1918
C (0.510, 0.514, 0.712)  -0.2806
C (-0.420, 0.239, -0.428)  -0.2415
N (1.057, -0.815, 0.514)  -0.1343
Br (-2.380, 0.253, -0.036)  -0.0316
H (0.185, -2.037, -1.022)  0.2247
H (1.155, 1.305, 0.682)  0.2121
H (-0.029, 0.451, 1.557)  0.2102
H (-0.383, 1.204, -1.496)  0.2329

=====

Computed, not measured: C17H22N4O2S2 in the gas phase in a non-equilibrium geometry, with the ωB97M-V functional and the def2-TZVPD basis.

E_HOMO = -8.7 eV
LUMO energy = 0.0088 hartree
Orbital gap = 8.951 eV
E = -49712.8587 eV
SMILES = CC(C)(C)NC(=O)CSc1nnc(NC(=O)CCc2ccccc2)s1
ΔE to the lowest compared entry with this formula, charge and spin = 0.00 kJ/mol
Total charge = 0

Each line ends with the natural charge from an NBO analysis.
Element x y z (Å)
C (1.591, 3.459, -0.597)  -0.6188
H (0.790, 3.888, -1.193)  0.2049
H (1.636, 3.979, 0.357)  0.2076
H (2.534, 3.600, -1.116)  0.2410
C (1.336, 1.969, -0.374)  0.1214
N (2.412, 1.408, 0.449)  -0.6321
C (3.710, 1.375, 0.110)  0.6686
O (4.219, 1.947, -0.829)  -0.6302
C (4.558, 0.538, 1.080)  -0.6038
H (5.538, 1.001, 1.191)  0.2593
H (4.083, 0.397, 2.049)  0.2365
S (4.927, -1.106, 0.382)  0.3362
C (3.359, -1.822, 0.398)  -0.1378
N (2.307, -1.300, 0.932)  -0.3294
N (1.198, -2.006, 0.760)  -0.3215
C (1.364, -3.101, 0.105)  0.2441
N (0.392, -3.985, -0.239)  -0.6365
C (-0.987, -3.795, -0.276)  0.7064
O (-1.686, -4.717, -0.611)  -0.5709
C (-1.460, -2.417, 0.081)  -0.5087
H (-0.900, -1.694, -0.517)  0.2400
H (-1.211, -2.220, 1.126)  0.2562
C (-2.963, -2.237, -0.156)  -0.4053
C (-3.324, -0.793, 0.046)  -0.0362
C (-3.238, 0.107, -1.009)  -0.2132
C (-3.519, 1.448, -0.818)  -0.2085
C (-3.883, 1.909, 0.436)  -0.2230
C (-3.969, 1.021, 1.494)  -0.2208
C (-3.689, -0.320, 1.299)  -0.1616
H (-3.760, -1.010, 2.128)  0.2001
H (-4.255, 1.374, 2.474)  0.2125
H (-4.102, 2.956, 0.587)  0.2141
H (-3.455, 2.135, -1.649)  0.2136
H (-2.956, -0.249, -1.990)  0.2090
H (-3.201, -2.551, -1.174)  0.2214
H (-3.517, -2.876, 0.532)  0.2209
H (0.698, -4.893, -0.570)  0.4209
S (3.052, -3.370, -0.387)  0.3362
H (2.103, 0.735, 1.139)  0.4304
C (0.037, 1.754, 0.401)  -0.6131
H (-0.125, 0.695, 0.591)  0.2133
H (-0.809, 2.131, -0.166)  0.2238
H (0.072, 2.277, 1.354)  0.2115
C (1.282, 1.227, -1.713)  -0.6217
H (0.470, 1.610, -2.323)  0.2086
H (1.122, 0.163, -1.545)  0.2004
H (2.219, 1.361, -2.248)  0.2343